Record 1
Molecular formula: C4H12N2P
Method: DFT, ωB97M-V/def2-TZVPD

Geometry (Å):
C 1.887014 0.384226 1.629299
C 2.101512 0.430510 0.129434
C 0.799479 0.912646 -0.663290
N -0.069704 -0.210943 -0.663456
N -1.279624 -0.313512 -0.628159
C -1.621979 -1.722124 -0.762972
P -2.484604 0.800086 0.241164
H 2.476071 -0.429866 2.077930
H 2.277880 1.322894 2.170675
H 0.774970 0.180303 1.952538
H 2.143120 -0.636377 -0.313280
H 3.020917 0.917849 -0.120850
H 0.290857 1.782585 -0.224132
H 1.134302 1.028519 -1.681667
H -0.850628 -2.330121 -0.236275
H -1.565978 -1.955443 -1.775026
H -2.602466 -1.779468 -0.309330
H -3.701585 0.029050 0.024386
H -2.729551 1.589193 -0.846981

Cartesian forces, eV/Å:
C -0.7385 0.4641 1.8949
C -1.9936 -2.2390 -0.9416
C 0.5159 0.7600 2.2330
N 1.6847 -0.3395 -1.7125
N 0.3919 0.1478 1.3808
C -0.4713 -0.5917 2.2134
P -0.4614 -0.3011 0.4812
H -0.2121 0.1775 -0.2054
H -0.9466 -1.2235 -0.9484
H 2.0201 0.5145 -0.6619
H 0.4899 1.4647 0.9330
H 0.1686 0.6161 -0.4511
H 0.4042 0.2762 -0.3591
H -0.3111 0.2539 -0.6142
H -0.8145 0.5178 -0.2544
H -0.4135 -0.5074 -1.8057
H -0.2197 -0.9384 -0.3016
H 0.9939 0.2269 -0.0477
H -0.0869 0.7210 -0.8328

* HOMO level: -14.90 eV
* structure (SMILES): CCC/N=[N+](/C)P
* total charge: +1
* multiplicity: 1

---

Record 2
Molecular formula: C4H12N2S
Method: DFT, ωB97M-V/def2-TZVPD

Geometry (Å):
N 0.744970 -0.347253 -2.796122
C 0.812780 -1.219741 -1.567610
C 0.772281 -0.467646 -0.264374
N -0.640545 -0.008655 -0.074632
C -0.713858 1.214638 0.728127
C -1.199989 0.723175 2.184556
S -0.019097 0.203062 3.454556
H 0.844509 0.646089 -2.944641
H -0.015495 -0.553005 -3.304723
H 0.026892 -2.087388 -1.594396
H 1.926496 -1.571447 -1.516645
H 1.393553 0.484687 -0.415955
H 0.967590 -1.094525 0.536666
H -1.009826 -0.314898 -1.026562
H -1.729741 1.589132 0.328971
H 0.281855 1.863978 0.800073
H -2.031558 1.376483 2.503895
H -1.688744 -0.277873 2.027066
H 1.277933 -0.158806 2.941754

Cartesian forces, eV/Å:
N 1.7253 -0.7608 1.6034
C 2.7853 -0.0314 -0.4884
C -2.3364 2.6202 -1.8006
N 2.5846 -1.5626 -1.4100
C -2.5542 -1.1095 0.2295
C -0.2203 -1.4433 -2.0733
S 1.8105 0.2211 1.1389
H 0.5977 0.1204 1.5098
H -3.1956 -1.2847 -2.2753
H 1.6357 1.6018 -0.2171
H -2.0698 -0.4529 -0.5316
H -0.1561 -1.5397 0.6991
H 1.3849 -0.9801 1.5889
H -0.5970 2.5101 1.9108
H 1.9651 1.0011 0.5847
H -2.3804 -1.0617 -0.5903
H 1.0537 0.0761 0.8197
H 0.1150 1.3044 -0.4906
H -2.1481 0.7718 -0.2074

* HOMO level: -8.53 eV
* structure (SMILES): NCCNCCS
* total charge: 0
* multiplicity: 1

---

Record 3
Molecular formula: C4H12N2S
Method: DFT, ωB97M-V/def2-TZVPD

Geometry (Å):
H 0.369049 -0.066722 1.462707
N 0.854535 0.783070 1.782527
C 0.007914 1.744905 1.813575
N 0.230320 3.065106 2.302670
H -1.072701 1.669117 1.533022
H -0.520027 3.248974 2.978596
H 0.039488 3.744001 1.536593
C 1.186331 -1.318069 -2.207571
C 0.289370 -0.526513 -1.294507
C -0.517774 -1.515729 -0.403800
S -2.044714 -0.612066 0.102988
H 1.747006 -0.740426 -2.924511
H 0.584883 -1.955290 -2.870250
H 1.922968 -1.916541 -1.603096
H 0.859285 0.185068 -0.739054
H -0.501242 0.069244 -1.845174
H 0.063999 -1.899072 0.506205
H -0.871964 -2.355321 -0.931886
H -2.626725 -1.603737 0.800966

Cartesian forces, eV/Å:
H 0.1220 0.5195 0.0604
N -1.1167 1.4741 0.1761
C -0.8653 -1.0585 -0.0853
N 0.5079 0.8241 -0.2430
H 0.7435 -0.8358 -0.1150
H 0.3653 -0.0447 -0.2328
H 0.2936 -0.6739 0.6583
C 0.4321 -0.8957 -0.2624
C -1.7427 -0.4603 -0.5328
C 0.7489 1.2857 1.8108
S 0.1792 -0.3233 0.2454
H 0.3725 0.6363 0.0668
H 0.1429 -0.3155 0.4677
H -0.7601 0.3548 -0.6864
H 0.2654 0.3641 0.6797
H 1.0139 -0.5914 0.1885
H -0.7194 0.6309 -1.2430
H -0.0565 -0.9838 -0.9011
H 0.0737 0.0933 -0.0519

* HOMO level: -9.22 eV
* structure (SMILES): [H]/N=C/N.CCCS
* total charge: 0
* multiplicity: 1

---

Record 4
Molecular formula: C4H12N2S
Method: DFT, ωB97M-V/def2-TZVPD

Geometry (Å):
N -0.052946 -2.811027 2.726064
C -0.026571 -1.339497 2.444106
C 0.098220 -1.189786 0.950893
N 0.616749 0.163053 0.493727
C -0.321186 1.095993 -0.130797
C 0.397787 1.870679 -1.272556
S -0.302221 1.233449 -2.778609
H -0.468763 -2.967748 3.649247
H -0.858492 -3.166953 2.191305
H -0.748958 -0.742705 2.962187
H 0.885643 -0.979750 2.916955
H -0.825570 -1.335956 0.382824
H 0.892229 -1.812188 0.560588
H 1.178213 0.672285 1.156854
H -0.785225 1.826075 0.553381
H -1.181652 0.529787 -0.520563
H 0.207377 2.928863 -1.238615
H 1.471475 1.684574 -1.266316
H 0.268051 0.067209 -3.070899

Cartesian forces, eV/Å:
N -1.8494 0.2763 0.1675
C 1.4205 -1.2855 0.4133
C 1.0001 2.5964 -0.8302
N -1.1189 -0.2180 -0.1329
C 0.1785 0.2108 0.6140
C -0.2426 -1.7620 0.6485
S -0.9227 0.9216 -2.1231
H 0.6896 0.2399 0.1767
H 0.5825 -0.0509 -0.3171
H -1.2479 0.2215 -0.2209
H 0.4722 0.0287 -0.2358
H 0.0702 -0.3067 0.2653
H -0.2832 -0.9612 0.3054
H 0.1319 -0.4056 0.4011
H 0.2678 -0.0648 0.2414
H 0.5107 0.2119 -0.0531
H -0.1616 0.3864 -0.2203
H -0.0793 0.1070 0.2580
H 0.5815 -0.1459 0.6421

* HOMO level: -8.40 eV
* structure (SMILES): NCCNCCS
* total charge: 0
* multiplicity: 1

---

Record 5
Molecular formula: C4H12N2S
Method: DFT, ωB97M-V/def2-TZVPD

Geometry (Å):
N 1.836114 1.995006 1.138223
C 2.012171 0.812018 0.266859
N 0.803038 0.138254 -0.204363
C -0.393624 0.058713 0.632246
C -1.113310 -1.241300 0.412454
C -1.478849 -1.623679 -1.042612
S -2.370035 -0.305820 -1.938611
H 1.260421 1.865338 1.950020
H 1.572969 2.739007 0.521550
H 2.708749 0.141148 0.780428
H 2.495935 1.182864 -0.625630
H 0.689573 0.402783 -1.173692
H -1.054469 0.884682 0.354294
H -0.137802 0.138739 1.683521
H -2.067296 -1.260762 0.950692
H -0.592253 -2.095016 0.862459
H -2.187361 -2.451004 -1.035496
H -0.602342 -2.012858 -1.558205
H -1.381626 0.631886 -1.974136

Cartesian forces, eV/Å:
N 1.0056 -0.7414 -1.1283
C -0.4722 0.3972 1.1654
N 1.1049 -0.2351 0.0416
C 0.3241 0.2915 -1.2371
C -1.2370 -1.2986 -0.0460
C 0.3819 0.2545 0.5629
S 0.5430 0.1258 -0.0971
H -0.3072 0.0886 -0.0841
H -0.5991 0.6275 0.4784
H -0.2820 -0.1938 -0.0451
H 0.4224 -0.0435 -0.1350
H -0.7560 -0.1196 0.2867
H -0.2251 0.0417 0.4501
H 0.1656 0.1360 0.0855
H 0.0046 0.4759 0.1331
H 0.4079 0.1946 -0.2302
H -0.1010 0.0338 0.1036
H 0.0122 0.4121 -0.3232
H -0.3925 -0.4472 0.0189

* HOMO level: -8.63 eV
* structure (SMILES): NCNCCCS
* total charge: 0
* multiplicity: 1

---

Record 6
Molecular formula: C4H12N2S
Method: DFT, ωB97M-V/def2-TZVPD

Geometry (Å):
C 2.281614 1.108425 0.427792
N 1.525048 1.121251 -0.769568
C 0.394989 0.343145 -0.733283
C -0.793937 0.775058 0.176011
S -2.284339 -0.082269 -0.157421
C 0.783571 -1.145331 -0.295196
N 1.453114 -1.343321 0.903024
H 2.143118 1.973927 1.078188
H 3.333366 1.007158 0.155503
H 2.189642 -0.230338 0.980997
H 1.839124 1.718469 -1.526660
H 0.030585 0.231853 -1.755546
H -0.821555 1.860431 0.002696
H -0.518420 0.729402 1.237399
H -4.902389 -3.075893 1.367317
H -4.556076 -2.484569 1.633534
H 1.351551 -1.528952 -1.143473
H -0.249767 -1.575688 -0.332598
H 0.765377 -1.293593 1.660337

Cartesian forces, eV/Å:
C 1.3393 -0.0239 -0.6631
N 0.7336 -0.5884 2.0234
C -1.0952 0.3512 -1.2380
C 0.1169 0.9070 0.8777
S 0.3271 -0.3206 -0.0631
C 0.2517 -1.0039 -0.4727
N -0.1082 0.8541 -0.7047
H -0.5569 -0.7482 0.7697
H 0.2896 0.6593 0.0892
H -0.9236 0.6093 -0.3644
H 0.0064 -1.0016 -0.3343
H -0.3759 0.0879 0.0845
H -0.3987 -0.1571 -0.3623
H 0.1702 -0.2826 -0.0882
H -0.1269 -0.2052 -0.0741
H 0.1344 0.2104 0.0654
H 0.3165 0.0162 0.0836
H -0.3340 0.2119 0.2851
H 0.2339 0.4243 0.0864

* HOMO level: -7.36 eV
* total charge: 0
* multiplicity: 1

---

Record 7
Molecular formula: C4H12N2S
Method: DFT, ωB97M-V/def2-TZVPD

Geometry (Å):
C 1.230867 0.767852 0.378963
N 0.123327 1.144892 -0.442567
C -1.273865 0.855027 -0.395102
C -1.611102 -0.146340 0.736346
S -3.317680 -0.692873 0.393553
C 1.877296 -0.629612 0.031214
N 1.649021 -0.996616 -1.361376
H 1.003524 0.757476 1.444037
H 2.012541 1.507758 0.225871
H 0.365027 1.910186 -1.083267
H -1.804722 1.770675 -0.111376
H -1.577857 0.442804 -1.363753
H -1.712485 0.327548 1.709112
H -0.879113 -0.952913 0.771884
H -3.476116 -1.301251 1.587216
H 1.451685 -1.443947 0.617681
H 2.939736 -0.488044 0.193596
H 2.314040 -1.587927 -1.799587
H 0.685879 -1.244686 -1.532443

Cartesian forces, eV/Å:
C 0.6147 -0.3171 0.1636
N 0.5998 1.4150 -0.2853
C -0.0372 -1.2910 2.0885
C -0.4802 0.1592 -0.4252
S 0.1281 -0.4280 0.1016
C -0.6835 -0.9429 -1.2925
N -0.5621 1.7883 0.3134
H -0.5171 -0.0340 0.0354
H -0.1436 0.1273 -0.1696
H -0.1092 -0.5305 -0.1014
H -0.0401 0.2684 -0.7667
H -0.0942 0.3956 -0.1544
H 0.6523 0.2589 -0.0368
H -0.1983 -0.1582 -0.0139
H -0.0672 0.1093 -0.2583
H 0.2320 0.4406 0.8596
H 0.0464 -0.2524 0.2594
H 0.3862 -0.5301 -0.1266
H 0.2732 -0.4784 -0.1906

* HOMO level (alpha / beta): -12.99 / -12.97 eV
* total charge: +1
* multiplicity: 2
* expectation value of S²: 0.755

---

Record 8
Molecular formula: C4H12N2S
Method: DFT, ωB97M-V/def2-TZVPD

Geometry (Å):
N -1.192365 -0.645972 -1.140398
C 0.192177 -0.456756 -0.804551
C 1.014052 -1.737736 -0.610998
S 0.821710 -2.768390 -2.187779
C 0.193897 0.289585 0.584163
N -0.325466 1.577075 0.548626
C 0.021483 2.469662 1.668966
H -1.663988 0.224696 -1.355311
H -1.552864 -1.459275 -1.605144
H 0.705580 0.118578 -1.577836
H 0.681733 -2.401389 0.196395
H 2.090773 -1.572128 -0.614547
H -0.390548 -3.114365 -1.750205
H -0.528934 -0.314410 1.089288
H 1.081492 0.166031 1.191787
H -1.353549 1.562872 0.504265
H 0.980687 2.938461 1.486768
H -0.775702 3.205086 1.774731
H -0.000168 1.918377 2.601780

Cartesian forces, eV/Å:
N 0.2127 0.9770 0.6192
C -0.0733 -1.0683 -0.2757
C -0.4860 -1.0714 -1.7532
S -0.0329 0.5170 1.1297
C 0.6650 -0.4611 -0.0941
N -1.2408 0.1515 2.3353
C -0.4067 0.6440 -0.6587
H -0.0641 -0.4934 -0.4369
H 0.2715 0.0103 -0.1926
H 0.0838 0.4799 0.2695
H 0.2145 0.4871 0.0120
H -0.1836 0.3577 0.5484
H -0.1325 -0.4837 -0.4198
H -0.7329 -0.6215 0.4153
H 0.6803 0.5967 -0.4828
H 0.3563 0.0900 -1.0126
H 0.1871 0.0652 0.1626
H 0.2955 0.2394 -0.2949
H 0.3861 -0.4164 0.1292

* HOMO level (alpha / beta): -12.76 / -12.69 eV
* total charge: +1
* multiplicity: 2
* expectation value of S²: 0.755

---

Record 9
Molecular formula: C4H12N2S
Method: DFT, ωB97M-V/def2-TZVPD

Geometry (Å):
C 0.985060 0.189581 -0.795769
N 0.000816 -0.229456 0.193146
C -1.346223 0.093489 -0.178724
C -2.432359 -0.207646 0.906360
S -4.042118 0.275405 0.355882
C 2.378386 -0.189649 -0.333457
N 2.761642 0.354092 0.963623
H 0.776732 -0.320177 -1.754030
H 0.967510 1.267831 -0.977438
H 0.083073 -1.235834 0.321315
H -1.544816 -0.659970 -0.970088
H -1.412828 1.159905 -0.391640
H -2.406534 -1.308029 0.972002
H -2.166579 0.153986 1.903102
H -3.235464 0.049420 -1.210374
H 2.588220 -1.258221 -0.452763
H 3.021955 0.306925 -1.063991
H 2.022363 0.224383 1.634944
H 3.001162 1.333965 0.877900

Cartesian forces, eV/Å:
C 0.2210 -0.4515 -0.3546
N -0.7808 0.2350 0.5664
C 0.5178 -0.4018 0.6203
C 0.8881 -0.7134 0.4789
S 2.4755 -0.6040 -3.1416
C 0.7394 0.9669 -0.4167
N 0.0111 -0.4941 -0.4512
H 0.0466 0.2360 0.0134
H -0.3594 -0.0571 0.2689
H 0.1101 0.0859 0.2083
H -1.0660 0.8553 -0.7249
H 0.0857 -0.1625 -0.7251
H -0.4453 0.0311 0.2294
H -0.2871 0.2238 -0.0691
H -2.0055 0.4519 2.6812
H -0.2210 0.0217 0.4167
H 0.2205 -0.3029 -0.0601
H -0.0343 0.1653 0.2586
H -0.1163 -0.0854 0.2012

* HOMO level (alpha / beta): -12.21 / -12.20 eV
* total charge: +1
* multiplicity: 2
* expectation value of S²: 0.757

---

Record 10
Molecular formula: C4H12N3
Method: DFT, ωB97M-V/def2-TZVPD

Geometry (Å):
C 1.844873 1.132635 -0.498536
C 1.307223 2.115603 0.211042
N 1.959017 2.846102 1.202083
H 2.884167 0.850686 -0.367569
H 1.334201 0.736306 -1.359543
H 0.310385 2.481947 -0.002534
H 2.777561 2.365016 1.561243
H 1.349903 3.083588 1.974654
C -1.719335 -1.479586 -0.759701
C -0.692868 -1.408043 0.087971
N -0.909360 -1.849398 1.483507
N -1.698111 -1.171987 -2.079200
H -2.667025 -1.876330 -0.403794
H 0.260213 -0.929600 -0.049445
H -0.769177 -1.080169 2.141394
H -1.849749 -2.240664 1.596516
H -0.253120 -2.588761 1.739683
H -0.928824 -0.620537 -2.424685
H -2.581568 -0.959981 -2.512499

Cartesian forces, eV/Å:
C 0.3618 -0.1418 -0.3238
C -0.0259 0.4530 0.3417
N -0.1659 -0.6084 0.2990
H -0.0777 -0.1180 0.0732
H -0.1000 -0.0549 -0.1175
H -0.0957 -0.0506 -0.0295
H 0.0189 0.2449 -0.1203
H 0.0819 0.2704 -0.1147
C -0.0887 -0.1672 -0.1550
C -0.0889 0.1891 0.3527
N 0.0331 -0.1951 -0.2171
N -0.0751 0.2951 0.1711
H -0.0115 -0.0316 -0.0775
H 0.1606 -0.0222 -0.2002
H -0.1607 -0.0098 0.0791
H 0.1064 0.1876 0.1289
H 0.0598 -0.0586 0.0454
H 0.0573 -0.0709 -0.0702
H 0.0102 -0.1109 -0.0652

* HOMO level: -11.50 eV
* total charge: +1
* multiplicity: 1

---

Asked for energy above the lowest of the compared OMol25 structures with the same formula, charge and spin across the records above, the calculation gives 2.992, 3.511, 1.114, 1.283, 0.607, 6.395, 1.571, 1.973, 3.691, 2.543 eV in order.
Asked for E_tot across the records above, the calculation gives -610.0995, -667.1658, -667.2539, -667.2477, -667.2726, -667.0599, -666.9646, -666.9499, -666.8867, -323.5848 a.u. in order.